{"formula": "C15H13AlBiClI2O6S", "method": "ωB97M-V/def2-TZVPD", "elements": ["I", "I", "Al", "Bi", "S", "C", "C", "C", "C", "C", "C", "C", "C", "O", "O", "O", "O", "H", "H", "H", "H", "H", "H", "H", "H", "H", "Cl", "C", "C", "C", "C", "C", "C", "C", "O", "O", "H", "H", "H", "H"], "xyz": [[-4.35291, -0.49751, 1.00725], [-1.83368, -3.49606, 1.77799], [0.37616, -1.13479, 0.69753], [-2.38124, 1.10972, 0.06238], [-1.11495, -1.42809, -0.79551], [-1.48606, 2.23000, -2.30975], [-0.85066, 3.50621, 0.70317], [-0.96871, -1.61358, -2.91181], [-0.78776, -3.10859, -3.10836], [0.20004, -0.76871, -3.36040], [-2.33159, -1.14020, -3.38566], [2.38476, -1.26048, 1.51527], [1.96003, -2.19008, -0.84265], [-0.67227, 4.54934, 1.13858], [-1.44162, 2.79673, -3.29772], [3.44197, -1.38895, 1.97349], [2.69843, -2.72728, -1.53698], [-0.79316, -3.34665, -4.18554], [-1.60640, -3.66801, -2.62574], [0.16651, -3.45985, -2.69479], [0.30332, -0.92135, -4.44983], [1.13563, -1.08417, -2.86932], [0.01171, 0.30374, -3.18207], [-2.41563, -1.34716, -4.46596], [-2.46321, -0.05542, -3.24897], [-3.14610, -1.67805, -2.86550], [3.53391, 2.88132, 6.58710], [2.29310, 2.18727, 5.59112], [1.19726, 2.98969, 5.26783], [0.22566, 2.45238, 4.44911], [0.40280, 1.17871, 3.93038], [1.50109, 0.37881, 4.26665], [2.50374, 0.90917, 5.05577], [-0.49930, 0.78413, 2.81479], [-1.55747, 1.38703, 2.49182], [-0.04903, -0.25068, 2.17507], [1.06743, 3.98559, 5.69107], [-0.67531, 2.97015, 4.19405], [1.55408, -0.64760, 3.91791], [3.40135, 0.33257, 5.31969]], "nbo_charge": [-0.0233, 0.2255, 1.5311, 1.3821, -0.5965, 0.4486, 0.4677, 0.2605, -0.7043, -0.6848, -0.7025, 0.4959, 0.4846, -0.3557, -0.3187, -0.2488, -0.2854, 0.3094, 0.2539, 0.2235, 0.3070, 0.2110, 0.2157, 0.3146, 0.2054, 0.2545, 0.4588, 0.0708, -0.1114, -0.1481, -0.0355, -0.1678, -0.1452, 0.8373, -0.6169, -0.9228, 0.2994, 0.2757, 0.2402, 0.2944], "gap_ev": [4.93, 6.31], "lumo_ev": [-16.0, -14.3], "total_charge": 4, "multiplicity": 1, "e_homo_ha": [-0.768, -0.759], "e_tot_ha": -2940.01005}

***

{"formula": "C6H11N", "method": "ωB97M-V/def2-TZVPD", "elements": ["C", "C", "C", "N", "C", "C", "C", "H", "H", "H", "H", "H", "H", "H", "H", "H", "H", "H"], "xyz": [[-1.50014, 0.91434, -2.27532], [-0.22317, 0.70593, -2.57587], [0.86463, 0.36658, -1.58165], [0.46270, -0.59796, -0.57253], [0.17545, -0.18680, 0.72404], [0.48412, -0.91683, 1.81328], [-0.05709, -0.51564, 3.16359], [-1.92500, 1.30780, -1.36555], [-2.16253, 0.82683, -3.13640], [0.12083, 0.75278, -3.61304], [1.68438, -0.13265, -2.10665], [1.11796, 1.29354, -1.04367], [0.64949, -1.58183, -0.55232], [-0.31579, 0.78068, 0.76610], [1.05948, -1.83128, 1.72718], [0.70065, -0.65485, 3.94772], [-0.22413, 0.56907, 3.15419], [-0.91184, -1.09970, 3.52689]], "nbo_charge": [-0.3945, -0.1814, -0.2618, -0.6298, 0.0128, -0.2998, -0.6291, 0.2020, 0.1970, 0.1948, 0.2078, 0.2077, 0.3879, 0.1764, 0.1915, 0.2035, 0.2080, 0.2072], "gap_ev": 8.75, "lumo_ev": 1.2, "smiles": "C=CCN/C=C/C", "multiplicity": 1, "de_lowest_kcal_mol": 53.0, "e_homo_ha": -0.279, "e_tot_ha": -289.88718}

***

{"formula": "C42H42F6O2", "method": "ωB97M-V/def2-TZVPD", "elements": ["F", "C", "C", "C", "C", "C", "C", "H", "H", "H", "H", "H", "F", "C", "C", "C", "C", "C", "C", "H", "H", "H", "H", "H", "F", "C", "C", "C", "C", "C", "C", "H", "H", "H", "H", "H", "F", "C", "C", "C", "C", "C", "C", "H", "H", "H", "H", "H", "F", "C", "C", "C", "C", "C", "C", "H", "H", "H", "H", "H", "F", "C", "C", "C", "C", "C", "C", "H", "H", "H", "H", "H", "C", "C", "C", "O", "H", "H", "H", "H", "H", "H", "C", "C", "C", "O", "H", "H", "H", "H", "H", "H"], "xyz": [[0.48244, 1.24328, 4.25634], [0.62716, 2.35425, 3.41611], [1.90202, 2.80382, 3.05417], [1.91118, 3.78212, 2.08162], [0.70753, 4.39981, 1.67801], [-0.52485, 3.94270, 2.11268], [-0.54512, 2.93880, 3.05007], [2.80140, 2.23437, 3.19098], [2.86297, 3.90725, 1.60794], [0.60548, 5.24514, 0.93362], [-1.44593, 4.39994, 1.73551], [-1.47338, 2.51955, 3.40795], [5.36961, 1.66853, 2.96695], [5.16737, 2.27449, 1.74500], [4.54559, 1.57950, 0.74496], [4.36424, 2.25019, -0.45301], [4.84781, 3.54306, -0.55546], [5.38814, 4.22039, 0.51704], [5.56388, 3.56967, 1.72180], [4.22446, 0.53740, 0.92057], [4.10341, 1.65934, -1.32363], [4.83000, 3.96820, -1.57575], [5.66353, 5.25424, 0.38959], [5.81640, 4.07788, 2.60378], [-4.70336, -5.22201, 1.21054], [-4.92375, -4.08825, 0.53233], [-5.22002, -2.96068, 1.29970], [-5.61823, -1.86973, 0.68528], [-5.60286, -1.72705, -0.68402], [-5.36699, -2.86865, -1.45607], [-5.05426, -4.09649, -0.83250], [-5.23807, -2.99190, 2.41110], [-5.80418, -0.96177, 1.24526], [-5.95670, -0.83930, -1.15253], [-5.30850, -2.71316, -2.52938], [-4.74838, -5.01525, -1.40216], [0.42194, -1.88470, 3.65260], [-0.06774, -3.08682, 3.50929], [0.68256, -4.17848, 3.01948], [0.07115, -5.39550, 2.96723], [-1.24317, -5.57232, 3.37593], [-2.00553, -4.51361, 3.79059], [-1.40172, -3.22680, 3.86634], [1.76379, -4.13788, 2.94552], [0.55869, -6.30218, 2.61717], [-1.63936, -6.59225, 3.28344], [-3.14804, -4.64853, 3.96055], [-1.93476, -2.35383, 4.14395], [-2.06667, -2.27507, -2.65887], [-2.04723, -3.35864, -1.85383], [-1.99869, -3.24129, -0.47654], [-1.82179, -4.36483, 0.33920], [-1.71333, -5.58086, -0.26695], [-1.80908, -5.66650, -1.62029], [-1.93697, -4.56837, -2.46270], [-1.99174, -2.25819, -0.03196], [-1.72042, -4.24711, 1.43430], [-1.54691, -6.45541, 0.29790], [-1.55477, -6.57686, -2.12144], [-1.95287, -4.64394, -3.54631], [1.58451, 2.13986, -2.50361], [0.52420, 1.75589, -1.73186], [0.82024, 1.20096, -0.46660], [-0.33043, 0.95575, 0.35660], [-1.60160, 1.10527, -0.08667], [-1.81921, 1.51202, -1.35185], [-0.76957, 1.78479, -2.19916], [1.80340, 0.97582, -0.10192], [-0.15151, 0.49925, 1.33683], [-2.43359, 0.78216, 0.42843], [-2.85868, 1.69277, -1.61285], [-0.92444, 2.02995, -3.23592], [0.87599, -1.41320, -2.65041], [2.32069, -1.25067, -2.76812], [2.83093, -0.76659, -4.13529], [3.09693, -1.44143, -1.87256], [0.57742, -1.68888, -1.60718], [0.54295, -2.30350, -3.32156], [0.34119, -0.44283, -2.94434], [2.48066, 0.28425, -4.25953], [2.50252, -1.33923, -4.96834], [3.96896, -0.86758, -4.01744], [2.45766, 5.62367, -2.47592], [1.40183, 6.49636, -1.78506], [-0.03958, 6.41462, -2.12082], [1.85516, 7.36274, -1.06171], [3.45989, 5.80944, -2.11122], [2.31094, 5.56497, -3.55361], [2.28195, 4.55456, -2.14730], [-0.64228, 7.02983, -1.54423], [-0.39310, 5.38413, -1.98136], [-0.22144, 6.66509, -3.22445]], "mulliken_charge": [-0.3979, 0.5834, -0.7492, 0.3632, -0.6476, -0.2308, -0.5590, 0.3781, 0.1697, 0.2456, 0.4138, 0.4349, -0.3983, 0.2269, -0.2138, -0.1865, -0.7702, -0.5583, -0.4833, 0.5064, 0.4959, 0.5445, 0.3619, 0.4986, -0.3980, 0.7368, -0.5430, -0.3901, -0.8002, -0.3527, -0.2778, 0.3713, 0.3643, 0.4970, 0.3621, 0.4239, -0.2456, 0.4362, -0.6119, -0.3087, -0.4872, -0.2521, -0.3903, 0.4734, 0.3790, 0.3588, 0.2639, 0.4980, -0.4054, -0.1345, -0.0795, -0.1764, -0.5161, -0.8246, -0.4956, 0.7774, 0.4014, 0.4927, 0.3911, 0.4930, -0.5093, -0.2416, 0.4347, -0.5085, -1.0917, -0.4095, -0.5078, 0.4509, 0.4822, 0.8133, 0.4433, 0.5946, -0.3935, 0.7207, -1.1315, -0.5918, 0.0466, 0.4955, -0.0904, 0.1760, 0.4411, 0.3027, -0.5321, 0.8454, -1.0762, -0.5786, 0.2961, 0.4158, -0.1872, 0.3705, 0.1117, 0.3497], "gap_ev": 9.61, "lumo_ev": 0.5, "smiles": "Fc1ccccc1.Fc1ccccc1.Fc1ccccc1.Fc1ccccc1.Fc1ccccc1.Fc1ccccc1.CC(C)=O.CC(C)=O", "multiplicity": 1, "de_lowest_kcal_mol": 6.6, "e_homo_ha": -0.335, "e_tot_ha": -2375.19882}

***

{"formula": "C6H9N", "method": "ωB97M-V/def2-TZVPD", "elements": ["C", "N", "C", "C", "C", "C", "C", "H", "H", "H", "H", "H", "H", "H", "H", "H"], "xyz": [[2.09731, -0.17417, 0.12924], [0.72178, -0.51356, -0.23306], [-0.21877, -0.02569, 0.82251], [-0.62967, 1.24858, 0.10092], [-0.79211, 0.37729, -1.12953], [-1.64776, -0.74908, -0.75832], [-1.29532, -1.03102, 0.51203], [2.34145, -0.76391, 1.03523], [2.80369, -0.49819, -0.63978], [2.29042, 0.87959, 0.39335], [0.17559, 0.02809, 1.84089], [0.20615, 1.94544, -0.01717], [-1.52323, 1.78505, 0.44877], [-0.84630, 0.79036, -2.14204], [-2.21725, -1.36454, -1.44612], [-1.46597, -1.93425, 1.08307]], "nbo_charge": [-0.4496, -0.4251, -0.1485, -0.4288, -0.0128, -0.2732, -0.1108, 0.2061, 0.2050, 0.1633, 0.2039, 0.2067, 0.2043, 0.2155, 0.2229, 0.2212], "gap_ev": [9.03, 9.03], "lumo_ev": [0.9, 0.9], "multiplicity": 1, "de_lowest_kcal_mol": 99.0, "e_homo_ha": [-0.300, -0.300], "e_tot_ha": -288.62434}

***

{"formula": "C3H9IOSSi", "method": "ωB97M-V/def2-TZVPD", "elements": ["C", "C", "C", "O", "Si", "S", "I", "H", "H", "H", "H", "H", "H", "H", "H", "H"], "xyz": [[1.46066, -1.12546, -0.97697], [0.20885, -0.08187, 1.78102], [0.06334, 1.79724, -0.82038], [-2.11654, -2.23459, 0.39189], [0.23771, 0.04085, -0.11094], [-2.17176, -1.18082, -0.63349], [-3.51765, 0.72478, 0.19341], [2.46173, -1.01083, -0.57023], [1.16710, -2.16488, -0.84614], [1.51369, -0.92901, -2.04641], [0.08300, -1.11701, 2.09115], [1.13106, 0.28979, 2.22321], [-0.61617, 0.48794, 2.20106], [-0.95168, 2.02322, -1.13343], [0.33396, 2.53342, -0.06706], [0.71272, 1.94723, -1.67668]], "nbo_charge": [-1.1409, -1.1458, -1.1469, -0.9421, 1.5540, 0.6954, -0.1666, 0.2478, 0.2605, 0.2488, 0.2651, 0.2460, 0.2614, 0.2696, 0.2493, 0.2444], "gap_ev": 7.78, "lumo_ev": -0.3, "multiplicity": 1, "de_lowest_kcal_mol": 3.1, "e_homo_ha": -0.296, "e_tot_ha": -1180.31143}

***

{"formula": "C5H10O2", "method": "ωB97M-V/def2-TZVPD", "elements": ["C", "C", "O", "C", "C", "C", "O", "H", "H", "H", "H", "H", "H", "H", "H", "H", "H"], "xyz": [[-2.24038, 0.47795, -0.17125], [-1.23998, -0.67191, -0.18556], [-0.77070, -0.90078, 1.13102], [0.42587, -0.14350, 1.19424], [1.04570, -0.48612, -0.14437], [2.14098, 0.42229, -0.64314], [-0.09994, -0.34472, -0.97980], [-1.82442, 1.31509, 0.40293], [-2.44450, 0.82055, -1.18658], [-3.18686, 0.20266, 0.30822], [-1.62192, -1.61121, -0.60020], [0.20371, 0.93635, 1.21821], [0.99641, -0.43076, 2.07728], [1.38335, -1.53645, -0.11772], [2.54536, 0.05725, -1.59154], [2.95355, 0.46832, 0.08863], [1.73376, 1.42498, -0.80036]], "nbo_charge": [-0.6475, 0.3690, -0.5239, -0.0982, 0.0699, -0.6228, -0.5397, 0.2107, 0.2193, 0.2181, 0.1632, 0.1634, 0.2004, 0.1681, 0.2221, 0.2117, 0.2162], "gap_ev": 10.87, "lumo_ev": 1.1, "smiles": "C[C@@H]1OC[C@H](C)O1", "multiplicity": 1, "de_lowest_kcal_mol": 31.7, "e_homo_ha": -0.359, "e_tot_ha": -346.97498}